Entry 1:
8 unconnected molecules or ions with the total composition C58H56Cl3N4O30PS in a non-equilibrium geometry, computed with ωB97M-V/def2-TZVPD.

Last column: Löwdin charge in e.
Element x y z (Å)
H: -1.00 4.92 -1.43  0.066
N: -0.51 4.20 -1.94  0.201
C: -1.30 3.42 -2.49  -0.526
N: -2.74 3.58 -2.40  0.108
N: -0.86 2.32 -3.24  0.015
C: -1.40 2.30 -4.60  -0.217
C: -0.39 1.82 -5.62  -0.185
C: 0.65 2.87 -6.07  -0.199
C: 1.59 3.49 -5.00  -0.148
C: 2.76 2.61 -4.50  -0.652
S: 3.34 1.33 -5.66  0.818
N: 2.31 1.82 -3.32  0.091
C: 2.65 2.35 -2.12  -0.461
O: 2.00 2.39 -1.13  0.112
C: 4.07 2.92 -2.36  -0.321
C: 4.57 3.89 -1.25  -0.123
C: 4.24 5.38 -1.40  -0.269
C: 2.76 5.72 -1.25  -0.547
Cl: 2.49 7.36 -1.96  0.530
C: 5.14 1.82 -2.39  -0.608
Cl: 6.05 1.53 -3.84  0.720
C: 5.43 1.09 -1.34  -0.709
C: 4.80 1.14 0.00  -0.101
Cl: 6.70 -0.11 -1.48  0.648
C: 3.76 3.56 -3.73  -0.365
P: 5.11 4.50 -4.59  0.892
C: 5.61 3.73 -6.18  -0.316
O: 4.31 5.88 -5.08  -0.323
H: -3.08 3.09 -1.58  0.080
H: -2.96 4.56 -2.34  0.077
H: -1.02 1.47 -2.74  0.092
H: -1.80 3.27 -4.87  0.092
H: -2.25 1.62 -4.61  0.113
H: 0.09 0.89 -5.34  0.101
H: -0.97 1.58 -6.51  0.107
H: 0.09 3.70 -6.50  0.109
H: 1.28 2.48 -6.86  0.071
H: 2.03 4.37 -5.46  0.112
H: 1.05 3.86 -4.14  0.098
H: 3.80 0.35 -4.87  -0.125
H: 1.43 1.33 -3.40  0.122
H: 4.13 3.58 -0.31  0.108
H: 5.64 3.79 -1.16  0.124
H: 4.75 5.89 -0.58  0.112
H: 4.62 5.84 -2.31  0.048
H: 2.09 5.02 -1.72  0.033
H: 2.54 5.85 -0.20  0.051
H: 3.73 1.31 -0.04  0.069
H: 5.23 1.91 0.62  0.088
H: 4.97 0.20 0.52  0.069
H: 3.09 4.37 -3.46  0.090
H: 5.75 2.66 -6.15  -0.044
H: 6.55 4.19 -6.46  0.027
H: 4.90 4.02 -6.95  0.036
H: 4.95 6.60 -5.04  0.043
O: -3.28 0.16 3.73  0.109
C: -2.68 0.25 2.68  -0.308
C: -1.80 1.36 2.35  0.063
C: -1.18 1.40 1.17  -0.243
O: -0.35 2.39 0.83  0.086
C: -1.37 0.32 0.15  -0.304
O: -0.77 0.47 -0.90  0.096
C: -2.23 -0.80 0.48  0.082
C: -2.85 -0.84 1.66  -0.234
O: -3.64 -1.85 2.02  0.115
H: -1.67 2.14 3.09  0.114
H: -0.02 2.19 -0.08  0.083
H: -2.34 -1.58 -0.26  0.138
H: -3.96 -1.63 2.92  0.122
O: 0.41 -0.10 7.59  0.119
C: 1.02 0.06 6.56  -0.308
C: 0.47 -0.23 5.24  0.080
C: 1.21 -0.04 4.14  -0.236
O: 0.73 -0.29 2.93  0.100
C: 2.62 0.47 4.22  -0.308
O: 3.24 0.61 3.18  0.113
C: 3.16 0.78 5.53  0.080
C: 2.42 0.60 6.63  -0.238
O: 2.87 0.86 7.85  0.118
H: -0.55 -0.59 5.20  0.136
H: 1.46 -0.07 2.31  0.128
H: 4.17 1.17 5.58  0.137
H: 2.15 0.64 8.47  0.123
O: -3.74 3.61 -5.96  0.094
C: -4.95 3.50 -5.84  -0.298
C: -5.65 3.69 -4.58  0.077
C: -6.98 3.54 -4.53  -0.237
O: -7.67 3.70 -3.40  0.115
C: -7.79 3.17 -5.74  -0.315
O: -8.99 3.03 -5.61  0.111
C: -7.09 3.01 -7.00  0.076
C: -5.76 3.16 -7.06  -0.236
O: -5.07 3.02 -8.19  0.117
H: -5.06 3.95 -3.72  0.112
H: -8.60 3.53 -3.63  0.121
H: -7.68 2.76 -7.87  0.136
H: -4.14 3.18 -7.96  0.120
O: -2.13 6.06 5.82  0.112
C: -1.53 6.14 4.77  -0.315
C: -0.64 7.25 4.44  0.077
C: -0.02 7.28 3.25  -0.236
O: 0.80 8.27 2.90  0.119
C: -0.21 6.20 2.23  -0.298
O: 0.37 6.29 1.16  0.104
C: -1.08 5.08 2.57  0.082
C: -1.70 5.05 3.76  -0.229
O: -2.50 4.04 4.10  0.096
H: -0.51 8.02 5.18  0.136
H: 1.12 8.05 2.00  0.122
H: -1.20 4.30 1.84  0.110
H: -2.82 4.25 5.00  0.127
O: -1.78 -7.64 4.59  0.118
C: -1.38 -6.69 3.94  -0.306
C: -0.56 -5.62 4.48  0.072
C: -0.17 -4.61 3.69  -0.224
O: 0.57 -3.60 4.14  0.111
C: -0.56 -4.54 2.25  -0.306
O: -0.19 -3.59 1.59  0.111
C: -1.36 -5.63 1.70  0.087
C: -1.74 -6.64 2.48  -0.220
O: -2.47 -7.66 2.03  0.085
H: -0.29 -5.66 5.52  0.106
H: 0.71 -3.01 3.37  0.104
H: -1.61 -5.58 0.65  0.138
H: -2.61 -8.25 2.80  0.131
O: -3.66 -9.09 -4.87  0.108
C: -3.79 -9.11 -3.66  -0.318
C: -2.68 -8.94 -2.74  0.074
C: -2.89 -8.98 -1.42  -0.235
O: -1.91 -8.82 -0.54  0.106
C: -4.26 -9.20 -0.85  -0.310
O: -4.39 -9.25 0.36  0.111
C: -5.37 -9.35 -1.77  0.075
C: -5.16 -9.30 -3.09  -0.242
O: -6.14 -9.43 -3.98  0.114
H: -1.69 -8.78 -3.16  0.135
H: -2.31 -8.88 0.35  0.090
H: -6.36 -9.49 -1.35  0.135
H: -5.72 -9.36 -4.86  0.121
O: 0.51 -7.16 6.62  0.083
C: 1.61 -7.46 7.04  -0.291
C: 2.09 -7.12 8.37  0.081
C: 3.33 -7.48 8.74  -0.238
O: 3.82 -7.20 9.94  0.119
C: 4.25 -8.22 7.82  -0.314
O: 5.37 -8.50 8.21  0.113
C: 3.76 -8.58 6.49  0.078
C: 2.52 -8.23 6.12  -0.231
O: 2.02 -8.53 4.93  0.120
H: 1.42 -6.59 9.02  0.137
H: 4.73 -7.56 9.95  0.123
H: 4.42 -9.13 5.84  0.137
H: 1.11 -8.17 4.92  0.108

## Properties
**SMILES**: [H]/N=C(\N)NCCCC[C@]1(S)NC(=O)[C@@](CCCCl)(/C(Cl)=C(\C)Cl)[C@H]1P(C)O.O=C1C=C(O)C(=O)C=C1O.O=C1C=C(O)C(=O)C=C1O.O=C1C=C(O)C(=O)C=C1O.O=C1C=C(O)C(=O)C=C1O.O=C1C=C(O)C(=O)C=C1O.O=C1C=C(O)C(=O)C=C1O.O=C1C=C(O)C(=O)C=C1O
**Total energy**: -186127.8038 eV
**Total charge**: 0

Entry 2:
2 unconnected molecules or ions with the total composition C2H8N2O2 in a non-equilibrium geometry, computed with ωB97M-V/def2-TZVPD.

Last column: Löwdin charge in e.
Element x y z (Å)
N: -0.01 -1.93 0.16  0.078
C: 1.22 -2.39 0.50  -0.460
O: 2.27 -2.24 -0.05  0.031
H: -0.21 -1.70 -0.75  0.045
H: -0.23 -1.16 0.90  0.133
H: 1.23 -2.92 1.54  0.140
N: 0.47 1.26 0.03  0.041
C: -0.78 1.53 -0.72  -0.296
O: -1.72 2.40 -0.06  -0.061
H: 1.39 1.36 -0.40  0.088
H: 0.40 1.34 0.94  -0.011
H: -1.19 0.59 -0.94  0.065
H: -0.59 1.97 -1.71  0.121
H: -2.25 1.89 0.58  0.087

## Properties
**SMILES**: NC=O.NCO
**Relative energy (zero: lowest compared OMol25 entry of this formula, charge and spin)**: 57.0 kcal/mol
**Total charge**: 0

Entry 3:
A molecular structure, C17H38CrN7O2PS in a non-equilibrium geometry, computed with ωB97M-V/def2-TZVPD.

Last column: Löwdin charge in e.
Element x y z (Å)
Cr: 0.12 0.22 0.11  0.694
C: -0.57 3.47 0.93  -0.135
C: 0.01 3.28 -0.47  -0.170
N: 0.88 2.09 -0.64  -0.117
C: 2.25 2.27 -0.12  -0.137
C: 2.41 1.61 1.24  -0.160
N: 1.98 0.20 1.18  -0.112
C: 1.98 -0.42 2.51  -0.174
C: 1.67 -1.92 2.49  -0.129
C: 0.63 -2.42 1.46  -0.182
N: -0.45 -1.49 1.15  -0.153
C: -1.34 -1.21 2.28  -0.133
C: -2.03 0.12 2.01  -0.168
N: -1.00 1.11 1.65  -0.134
C: -1.60 2.42 1.33  -0.179
H: 0.22 3.54 1.69  0.116
H: -1.08 4.43 0.93  0.141
H: -0.83 3.18 -1.16  0.127
H: 0.57 4.18 -0.74  0.140
H: 0.97 2.02 -1.65  0.131
H: 2.95 1.81 -0.83  0.136
H: 2.51 3.33 -0.04  0.146
H: 3.46 1.69 1.56  0.153
H: 1.79 2.12 1.98  0.118
H: 2.68 -0.30 0.63  0.136
H: 2.96 -0.31 2.98  0.146
H: 1.27 0.12 3.14  0.116
H: 2.58 -2.48 2.29  0.128
H: 1.36 -2.20 3.50  0.127
H: 1.12 -2.66 0.52  0.114
H: 0.21 -3.36 1.84  0.143
H: -0.99 -1.99 0.42  0.058
H: -2.08 -2.00 2.43  0.150
H: -0.75 -1.14 3.19  0.129
H: -2.72 0.03 1.16  0.111
H: -2.61 0.45 2.88  0.150
H: -0.45 1.27 2.50  0.135
H: -2.31 2.27 0.50  0.121
H: -2.17 2.78 2.19  0.146
S: -1.64 0.05 -1.56  0.750
C: -0.23 -0.42 -2.44  -0.718
C: -0.14 -0.59 -3.82  -0.067
C: 1.08 -0.95 -4.35  -0.002
C: 2.17 -1.12 -3.50  -0.012
C: 2.00 -0.92 -2.14  -0.099
N: 0.83 -0.56 -1.61  -0.099
H: -1.00 -0.43 -4.44  0.119
H: 1.18 -1.09 -5.42  0.133
H: 3.13 -1.40 -3.88  0.124
H: 2.82 -1.03 -1.45  0.120
N: -1.01 -5.73 -3.23  0.134
C: -2.07 -5.39 -2.25  -0.163
P: -1.92 -3.50 -2.15  0.472
O: -1.55 -3.16 -3.57  -0.343
O: -1.03 -3.08 -1.04  -0.329
C: -3.67 -2.81 -2.00  -0.177
N: -3.80 -1.93 -3.17  0.111
H: -0.98 -4.90 -3.87  0.132
H: -1.18 -6.60 -3.75  0.185
H: -0.09 -5.81 -2.78  0.180
H: -1.92 -5.89 -1.30  0.115
H: -3.04 -5.66 -2.66  0.110
H: -3.80 -2.26 -1.07  0.096
H: -4.42 -3.60 -2.03  0.110
H: -4.70 -2.00 -3.66  0.181
H: -2.98 -2.24 -3.78  0.114
H: -3.62 -0.95 -2.92  0.099

## Properties
**Multiplicity**: 4
**<S²>**: 3.79
**Relative energy (zero: lowest compared OMol25 entry of this formula, charge and spin)**: 5.0 kcal/mol
**Total charge**: +3

Entry 4:
A single C4H3NOS molecule in a non-equilibrium geometry, computed with ωB97M-V/def2-TZVPD.

Last column: Löwdin charge in e.
Element x y z (Å)
C: -0.16 -1.43 -1.73  0.156
C: -0.27 -0.74 -0.60  -0.281
C: -1.41 -0.78 0.24  -0.227
N: -2.39 -0.81 0.88  0.177
C: 0.79 0.27 -0.28  -0.749
O: 1.79 0.39 -0.94  0.022
S: 0.59 1.33 1.15  0.870
H: -0.92 -2.07 -2.08  0.078
H: 0.70 -1.30 -2.39  0.101
H: -0.48 0.74 1.70  -0.147

## Properties
**SMILES**: C=C(C#N)C(=O)S
**Relative energy (zero: lowest compared OMol25 entry of this formula, charge and spin)**: 2.4 kcal/mol
**Total charge**: 0

Entry 5:
A single C16H24O molecule in a non-equilibrium geometry, computed with ωB97M-V/def2-TZVPD.

Last column: Löwdin charge in e.
Element x y z (Å)
C: 2.46 -3.41 1.38  0.003
C: 1.25 -4.15 1.59  -0.145
C: -0.08 -3.62 2.26  -0.218
C: -1.41 -3.74 1.45  -0.091
C: -1.40 -2.69 0.27  -0.377
O: -1.67 -2.97 -0.91  0.061
C: -1.12 -1.30 0.46  -0.055
C: -1.18 -0.61 1.59  -0.048
C: -0.80 0.87 1.86  -0.135
C: -1.64 1.84 1.06  -0.291
C: -2.91 2.41 1.66  -0.056
C: -1.29 2.27 -0.17  0.070
C: -0.76 2.83 -1.29  -0.088
C: 0.07 2.09 -2.28  -0.239
C: 1.43 2.67 -2.54  -0.377
C: 2.43 1.99 -1.46  -0.065
C: 1.89 2.19 -3.95  -0.079
H: 2.32 -2.32 1.30  0.036
H: 3.31 -4.04 0.90  0.070
H: 1.14 -5.18 1.28  0.074
H: 0.12 -2.61 2.71  0.101
H: -0.09 -4.25 3.18  0.109
H: -2.33 -3.56 2.06  0.131
H: -1.43 -4.72 1.07  0.086
H: -0.66 -0.95 -0.47  0.125
H: -1.69 -1.00 2.47  0.112
H: -0.85 1.03 3.01  0.137
H: 0.19 1.02 1.66  0.074
H: -3.00 3.48 1.58  0.064
H: -3.81 1.90 1.15  0.115
H: -2.90 2.19 2.69  0.050
H: -0.86 3.83 -1.61  0.089
H: -0.45 1.98 -3.20  0.095
H: 0.19 1.01 -1.79  0.143
H: 1.56 3.75 -2.43  0.134
H: 2.23 2.44 -0.46  0.082
H: 3.49 2.14 -1.74  0.071
H: 2.26 0.96 -1.41  0.038
H: 2.94 2.22 -3.99  0.049
H: 1.55 2.81 -4.81  0.091
H: 1.53 1.22 -4.11  0.056

## Properties
**SMILES**: C=CCCC(=O)/C=C/CC(C)=C=CCC(C)C
**Relative energy (zero: lowest compared OMol25 entry of this formula, charge and spin)**: 114.5 kcal/mol
**Total charge**: 0

Entry 6:
10 unconnected molecules or ions with the total composition C10H40O10 in a non-equilibrium geometry, computed with ωB97M-V/def2-TZVPD.

Last column: Löwdin charge in e.
Element x y z (Å)
C: 2.59 -3.46 -2.43  -0.123
O: 1.44 -2.76 -1.93  -0.131
H: 2.37 -4.51 -2.59  0.083
H: 2.94 -3.13 -3.41  0.087
H: 3.44 -3.52 -1.76  0.088
H: 0.77 -2.87 -2.61  0.094
C: -0.35 -0.47 0.09  -0.149
O: 0.24 -1.68 0.40  -0.109
H: -0.85 -0.45 -0.88  0.064
H: -1.09 -0.19 0.85  0.077
H: 0.42 0.29 -0.02  0.088
H: 0.66 -2.01 -0.40  0.039
C: -2.54 2.26 -0.52  -0.120
O: -1.63 1.98 -1.58  -0.143
H: -3.57 2.36 -0.87  0.084
H: -2.60 1.49 0.24  0.048
H: -2.12 3.16 -0.08  0.082
H: -1.88 1.18 -2.06  0.037
C: 1.00 -0.79 3.77  -0.179
O: 0.69 -1.99 3.10  -0.118
H: 0.37 -0.65 4.64  0.076
H: 2.06 -0.80 4.03  0.067
H: 1.04 0.10 3.15  0.068
H: 0.33 -1.76 2.25  0.019
C: 0.90 4.49 -0.88  -0.175
O: 0.82 3.18 -0.47  -0.144
H: -0.08 4.91 -0.65  0.077
H: 1.74 4.94 -0.34  0.084
H: 1.10 4.50 -1.95  0.077
H: 0.08 2.73 -0.87  0.022
C: 3.59 -3.62 1.53  -0.171
O: 3.25 -4.91 1.95  -0.108
H: 2.91 -3.42 0.70  0.063
H: 3.28 -2.85 2.25  0.071
H: 4.63 -3.45 1.25  0.078
H: 3.54 -5.04 2.86  0.076
C: -5.02 0.27 2.68  -0.176
O: -3.84 0.14 1.99  -0.119
H: -5.92 0.38 2.08  0.080
H: -5.17 -0.59 3.33  0.087
H: -4.95 1.16 3.32  0.088
H: -3.86 -0.76 1.66  0.097
C: 2.58 0.70 -2.59  -0.156
O: 3.09 -0.29 -1.74  -0.123
H: 3.19 1.59 -2.46  0.085
H: 2.56 0.29 -3.60  0.075
H: 1.58 1.00 -2.28  0.057
H: 2.54 -1.07 -1.67  0.022
C: -1.69 0.44 -4.64  -0.158
O: -1.16 -0.08 -3.47  -0.132
H: -2.49 -0.18 -5.04  0.085
H: -2.11 1.43 -4.50  0.085
H: -0.86 0.58 -5.33  0.086
H: -0.87 -0.98 -3.66  0.084
C: -0.95 2.37 3.21  -0.173
O: -1.56 1.19 3.67  -0.117
H: -1.61 3.22 3.39  0.077
H: 0.03 2.53 3.66  0.080
H: -0.69 2.40 2.15  0.059
H: -2.28 1.00 3.07  0.028

## Properties
**SMILES**: CO.CO.CO.CO.CO.CO.CO.CO.CO.CO
**Relative energy (zero: lowest compared OMol25 entry of this formula, charge and spin)**: 103.5 kcal/mol
**Total charge**: 0

Please write out number 6 again, unchanged.
10 unconnected molecules or ions with the total composition C10H40O10 in a non-equilibrium geometry, computed with ωB97M-V/def2-TZVPD.

Last column: Löwdin charge in e.
Element x y z (Å)
C: 2.59 -3.46 -2.43  -0.123
O: 1.44 -2.76 -1.93  -0.131
H: 2.37 -4.51 -2.59  0.083
H: 2.94 -3.13 -3.41  0.087
H: 3.44 -3.52 -1.76  0.088
H: 0.77 -2.87 -2.61  0.094
C: -0.35 -0.47 0.09  -0.149
O: 0.24 -1.68 0.40  -0.109
H: -0.85 -0.45 -0.88  0.064
H: -1.09 -0.19 0.85  0.077
H: 0.42 0.29 -0.02  0.088
H: 0.66 -2.01 -0.40  0.039
C: -2.54 2.26 -0.52  -0.120
O: -1.63 1.98 -1.58  -0.143
H: -3.57 2.36 -0.87  0.084
H: -2.60 1.49 0.24  0.048
H: -2.12 3.16 -0.08  0.082
H: -1.88 1.18 -2.06  0.037
C: 1.00 -0.79 3.77  -0.179
O: 0.69 -1.99 3.10  -0.118
H: 0.37 -0.65 4.64  0.076
H: 2.06 -0.80 4.03  0.067
H: 1.04 0.10 3.15  0.068
H: 0.33 -1.76 2.25  0.019
C: 0.90 4.49 -0.88  -0.175
O: 0.82 3.18 -0.47  -0.144
H: -0.08 4.91 -0.65  0.077
H: 1.74 4.94 -0.34  0.084
H: 1.10 4.50 -1.95  0.077
H: 0.08 2.73 -0.87  0.022
C: 3.59 -3.62 1.53  -0.171
O: 3.25 -4.91 1.95  -0.108
H: 2.91 -3.42 0.70  0.063
H: 3.28 -2.85 2.25  0.071
H: 4.63 -3.45 1.25  0.078
H: 3.54 -5.04 2.86  0.076
C: -5.02 0.27 2.68  -0.176
O: -3.84 0.14 1.99  -0.119
H: -5.92 0.38 2.08  0.080
H: -5.17 -0.59 3.33  0.087
H: -4.95 1.16 3.32  0.088
H: -3.86 -0.76 1.66  0.097
C: 2.58 0.70 -2.59  -0.156
O: 3.09 -0.29 -1.74  -0.123
H: 3.19 1.59 -2.46  0.085
H: 2.56 0.29 -3.60  0.075
H: 1.58 1.00 -2.28  0.057
H: 2.54 -1.07 -1.67  0.022
C: -1.69 0.44 -4.64  -0.158
O: -1.16 -0.08 -3.47  -0.132
H: -2.49 -0.18 -5.04  0.085
H: -2.11 1.43 -4.50  0.085
H: -0.86 0.58 -5.33  0.086
H: -0.87 -0.98 -3.66  0.084
C: -0.95 2.37 3.21  -0.173
O: -1.56 1.19 3.67  -0.117
H: -1.61 3.22 3.39  0.077
H: 0.03 2.53 3.66  0.080
H: -0.69 2.40 2.15  0.059
H: -2.28 1.00 3.07  0.028

## Properties
**SMILES**: CO.CO.CO.CO.CO.CO.CO.CO.CO.CO
**Relative energy (zero: lowest compared OMol25 entry of this formula, charge and spin)**: 103.5 kcal/mol
**Total charge**: 0

Question: total charge of number 4 (C4H3NOS)?
Answer: 0